{
  "formula": "C16H48ClNO22",
  "method": "ωB97M-V with the def2-TZVPD basis set",
  "charge": 0,
  "e_lumo_ha": -0.07838,
  "total_energy_ev": -76408.879,
  "gap_ev": 6.1,
  "symbols": ["O", "C", "Cl", "C", "C", "C", "C", "C", "C", "C", "C", "O", "N", "C", "C", "C", "C", "C", "C", "C", "O", "H", "H", "H", "H", "H", "H", "H", "H", "H", "H", "O", "H", "H", "O", "H", "H", "O", "H", "H", "O", "H", "H", "O", "H", "H", "O", "H", "H", "O", "H", "H", "O", "H", "H", "O", "H", "H", "O", "H", "H", "O", "H", "H", "O", "H", "H", "O", "H", "H", "O", "H", "H", "O", "H", "H", "O", "H", "H", "O", "H", "H", "O", "H", "H", "O", "H", "H"],
  "coordinates": [[5.852423, -0.663374, 2.356743], [5.888702, -0.946602, 1.050284], [6.677519, -2.605120, 0.606206], [5.254701, 0.042853, -0.138899], [3.598653, -0.139196, 0.009286], [3.077072, -1.724391, -0.094042], [1.489417, -2.097546, 0.074970], [0.462195, -0.804951, 0.337650], [0.965924, 0.753842, 0.413137], [2.562165, 1.128589, 0.243467], [-0.346602, 1.698098, 0.695801], [-0.361358, 3.034143, 0.752744], [-1.425229, 0.659112, 0.910955], [-2.738539, 0.832974, 0.179627], [-2.894008, 0.896061, -1.478438], [-4.393178, 1.040873, -2.178452], [-5.794609, 1.117840, -1.302150], [-5.637473, 1.079293, 0.349908], [-4.142298, 0.929727, 1.068053], [-1.158036, -0.824953, 0.591605], [-2.046710, -1.840427, 0.535009], [5.524001, -0.415221, -1.197643], [5.596127, 1.153775, -0.001773], [3.828130, -2.625934, -0.250771], [1.036227, -3.190689, 0.038762], [2.928856, 2.242733, 0.287888], [-1.894966, 0.832523, -2.111828], [-4.534964, 1.053170, -3.363074], [-6.874367, 1.194056, -1.751453], [-6.581328, 1.131510, 1.047604], [-4.041227, 0.873205, 2.241176], [-7.225296, 0.011443, -3.687378], [-6.943099, -0.849337, -3.343551], [-7.954706, -0.204038, -4.287805], [1.724065, -4.924202, -0.381028], [1.395700, -5.612127, -0.979133], [2.116118, -5.420148, 0.353352], [1.330082, -7.074580, -2.274683], [1.141430, -7.844467, -1.717478], [1.864370, -7.434727, -2.998432], [8.797859, -0.887575, 1.919079], [7.868702, -0.764525, 2.164679], [9.269321, -0.226674, 2.448150], [3.868070, 3.497770, -1.115379], [4.579552, 4.032414, -1.498449], [3.088260, 4.070111, -1.172869], [-1.098726, -4.762053, 1.536437], [-1.468719, -3.870198, 1.617013], [-0.296672, -4.732671, 2.079419], [-2.869918, 0.874766, 4.420212], [-3.058570, 0.104878, 4.977417], [-2.335630, 0.514618, 3.696463], [-4.669918, 2.034381, 6.670212], [-4.858570, 1.264493, 7.227417], [-4.135630, 1.674234, 5.946463], [-3.712504, 3.695527, -1.084568], [-3.480743, 4.346128, -1.764126], [-2.870871, 3.509634, -0.641759], [5.924065, -1.951498, -3.215806], [5.595700, -2.639423, -3.813911], [6.316118, -2.447445, -2.481426], [-1.425875, 5.721844, 0.343802], [-0.951375, 4.883187, 0.445288], [-2.286867, 5.461522, -0.016626], [8.847930, -1.152990, -3.480724], [9.136932, -0.282490, -3.168469], [7.951020, -1.243280, -3.125219], [6.944082, 1.328226, -3.458022], [7.501233, 2.086586, -3.688819], [6.990567, 0.757175, -4.239510], [2.011436, 0.482374, -3.242254], [2.753407, 1.027760, -3.543629], [2.271039, 0.206138, -2.350468], [-4.504948, 4.260298, -3.672642], [-5.335027, 4.755984, -3.608943], [-4.724142, 3.389030, -3.309560], [-1.969918, 4.302572, 2.919870], [-2.158570, 3.532685, 3.477075], [-1.435630, 3.942425, 2.196120], [-0.988564, -0.424582, 6.184007], [-0.246593, 0.120804, 5.882632], [-0.728961, -0.700818, 7.075793], [-4.369918, -2.036236, 2.521691], [-4.558570, -2.806124, 3.078896], [-3.835630, -2.396383, 1.797942], [-7.419660, -2.243209, -1.541462], [-7.921767, -3.029769, -1.280683], [-7.322691, -1.743412, -0.716973]],
  "forces_ev_per_a": [[0.24, -1.71, -8.79], [-0.57, 1.92, 6.30], [-1.26, 2.14, 0.05], [-1.22, -1.47, 0.00], [-2.90, -0.82, 0.35], [-3.37, 2.47, 0.83], [1.00, 4.75, 0.45], [2.72, 0.67, -0.26], [1.83, -2.99, -0.40], [-1.55, -4.14, 0.06], [1.99, 1.96, -0.32], [-0.51, -8.44, -0.34], [-2.28, -0.41, -2.66], [-5.94, 1.67, -1.77], [-2.73, 0.01, 2.49], [-0.35, -0.47, 3.30], [4.45, -0.32, 3.05], [3.60, -0.43, -2.32], [-0.01, 0.14, -3.67], [0.05, -2.92, -0.30], [5.79, 6.82, 0.68], [-0.33, 1.18, 2.28], [-0.63, -2.35, -0.12], [-1.64, 2.27, 0.30], [1.28, 2.49, -0.03], [-0.68, -2.67, -0.10], [-2.45, 0.16, 1.25], [0.64, -0.10, 2.89], [2.61, -0.18, 0.69], [2.14, -0.09, -1.56], [-0.38, 0.15, -2.64], [-0.25, -0.28, -0.41], [-0.11, 0.13, 0.16], [0.27, 0.11, 0.21], [0.28, -0.54, 0.37], [0.08, 0.08, -0.21], [-0.12, 0.20, -0.24], [0.09, -0.57, 0.03], [-0.04, 0.21, -0.20], [-0.15, 0.27, 0.21], [0.10, 0.48, 0.26], [0.34, -0.09, 0.22], [-0.11, -0.26, -0.20], [0.08, 0.50, -0.23], [-0.19, -0.20, 0.14], [0.15, -0.16, -0.02], [0.23, 0.23, 0.36], [0.08, -0.13, -0.22], [-0.31, -0.03, -0.20], [-0.09, -0.20, -0.20], [0.33, 0.11, -0.19], [-0.19, 0.08, 0.21], [0.05, -0.56, 0.08], [0.03, 0.34, -0.15], [-0.08, 0.33, 0.04], [0.63, 0.75, 0.27], [-0.23, -0.17, -0.10], [-0.34, -0.20, -0.02], [0.09, -0.33, 0.23], [0.09, 0.28, 0.11], [-0.17, 0.01, -0.09], [0.00, -0.26, -0.39], [-0.16, 0.36, -0.09], [0.15, 0.16, 0.29], [-0.04, 0.30, 0.20], [-0.11, -0.34, -0.05], [0.16, 0.08, -0.29], [0.24, 0.18, -0.28], [-0.21, -0.23, 0.09], [-0.04, 0.03, 0.26], [0.32, 0.11, 0.11], [-0.25, -0.17, 0.12], [-0.08, 0.06, -0.19], [-0.42, 0.06, -0.08], [0.29, -0.14, -0.04], [0.11, 0.17, 0.07], [0.07, -0.51, 0.17], [-0.03, 0.24, -0.09], [-0.23, 0.15, 0.23], [0.44, -0.08, 0.34], [-0.34, -0.09, 0.06], [-0.11, 0.06, -0.31], [0.08, -0.53, 0.16], [0.01, 0.28, -0.15], [-0.07, 0.34, 0.01], [-0.22, -0.17, 0.38], [0.20, 0.25, -0.17], [0.12, -0.04, -0.28]],
  "mulliken_charge": [-0.573, 0.334, -0.143, 0.051, 0.313, -0.232, -0.696, -0.045, 0.453, -0.495, 0.181, -0.680, 0.276, 0.249, -0.156, -0.752, -0.262, -0.641, -0.267, 0.397, -0.658, -0.017, 0.337, 0.204, 0.724, 0.238, 0.311, 0.547, 0.390, 0.290, 0.180, -0.588, 0.324, 0.265, -0.628, 0.304, 0.274, -0.652, 0.316, 0.310, -0.600, 0.415, 0.293, -0.579, 0.270, 0.292, -0.611, 0.304, 0.301, -0.531, 0.274, 0.150, -0.632, 0.306, 0.367, -0.592, 0.423, 0.230, -0.617, 0.262, 0.314, -0.645, 0.352, 0.335, -0.641, 0.329, 0.331, -0.602, 0.283, 0.331, -0.649, 0.296, 0.374, -0.695, 0.326, 0.332, -0.634, 0.322, 0.362, -0.576, 0.309, 0.284, -0.572, 0.276, 0.346, -0.604, 0.294, 0.315]
}